# 1
Here is a cluster of 4 separate species, C21H39BrNO14S3 in total from the OMol25 dataset. Energies are from ωB97M-V with the def2-TZVPD basis set.

The LUMO energy comes out at 1.95 eV. The net charge is -1. The calculated total energy is -5700.05685 a.u. The HOMO-LUMO gap comes out at 6.443 eV. The value obtained for the max |F| is 0.14420 hartree/bohr.

The geometry in XYZ format:
```
79
C21H39BrNO14S3 (ωB97M-V with the def2-TZVPD basis set)
C -4.39 -0.06 -2.80
C -3.82 0.94 -2.13
C -2.83 1.79 -1.15
C -1.30 1.27 -1.18
C -1.32 -0.31 -1.57
O -1.36 -1.26 -0.67
O -1.28 -0.77 -2.92
O -0.55 1.84 -2.32
C 0.81 1.40 -2.03
O 1.67 1.31 -2.99
O 0.94 1.20 -0.60
C -0.30 1.75 0.02
C 0.01 3.35 0.14
C 1.59 3.71 0.28
N 2.27 3.10 1.47
C -0.33 0.95 1.42
C -1.76 0.92 2.16
C -2.43 2.39 2.39
Br -1.42 0.19 4.02
H -4.72 -1.02 -3.36
H -3.33 1.73 -0.10
H -2.90 2.91 -1.46
H -0.52 3.84 1.05
H -0.40 3.92 -0.80
H 1.67 4.87 0.42
H 2.21 3.46 -0.67
H 2.56 2.12 1.30
H 1.69 3.20 2.32
H -0.03 -0.16 1.20
H 0.46 1.34 2.17
H -2.50 0.17 1.68
H -2.51 3.00 1.40
H -3.49 2.28 2.81
H -1.73 3.03 3.08
O 4.64 -2.09 1.95
S 5.23 -1.77 0.67
O 5.22 -0.42 0.15
O 4.64 -2.77 -0.45
C 3.22 -2.83 -0.64
C 2.70 -1.60 -1.35
C 6.90 -2.36 0.65
H 2.71 -2.98 0.32
H 3.01 -3.71 -1.25
H 2.83 -0.70 -0.74
H 1.63 -1.70 -1.57
H 3.24 -1.43 -2.29
H 6.92 -3.38 1.02
H 7.48 -1.71 1.31
H 7.28 -2.29 -0.36
O -4.11 4.50 0.62
S -4.02 5.93 0.49
O -3.57 6.77 1.57
O -5.44 6.50 -0.05
C -6.62 6.20 0.70
C -6.69 7.02 1.97
C -3.05 6.31 -0.95
H -6.68 5.13 0.91
H -7.47 6.46 0.06
H -5.88 6.75 2.66
H -7.64 6.85 2.49
H -6.58 8.09 1.76
H -3.40 5.71 -1.79
H -2.01 6.07 -0.72
H -3.15 7.38 -1.16
O 2.98 -6.70 -2.05
S 3.45 -7.70 -1.13
O 3.86 -9.01 -1.57
O 2.37 -7.87 0.07
C 1.02 -8.19 -0.27
C 0.89 -9.64 -0.70
C 4.76 -7.01 -0.16
H 0.64 -7.51 -1.04
H 0.41 -8.03 0.62
H 1.43 -9.83 -1.63
H -0.16 -9.90 -0.87
H 1.30 -10.31 0.06
H 4.46 -6.03 0.21
H 5.63 -6.91 -0.81
H 4.99 -7.69 0.67
```


# 2
Here is a cluster of 10 separate species, C21H39F7O36S9Si in total from the OMol25 dataset. Energies are from ωB97M-V with the def2-TZVPD basis set.

As for the SMILES: FC(F)(F)C(F)(F)C(F)(F)[SiH3].O=S1(=O)OCCO1.O=S1(=O)OCCO1.O=S1(=O)OCCO1.O=S1(=O)OCCO1.O=S1(=O)OCCO1.O=S1(=O)OCCO1.O=S1(=O)OCCO1.O=S1(=O)OCCO1.O=S1(=O)OCCO1. The LUMO energy comes out at 0.17 eV. The net charge is 0. The calculated total energy is -8104.20689 a.u. The HOMO-LUMO gap comes out at 10.295 eV. The value obtained for the max |F| is 0.05874 hartree/bohr.

The geometry in XYZ format:
```
113
C21H39F7O36S9Si (ωB97M-V with the def2-TZVPD basis set)
F 3.18 2.03 5.30
C 2.28 2.61 4.49
F 2.97 3.32 3.61
F 1.67 1.63 3.82
C 1.31 3.49 5.33
F 1.99 4.66 5.56
F 1.08 2.96 6.54
C 0.00 3.88 4.59
F 0.23 4.20 3.28
F -0.45 5.05 5.20
Si -1.47 2.62 4.77
H -1.81 2.33 6.16
H -1.03 1.42 4.03
H -2.65 3.12 4.05
C 3.22 -2.52 2.43
C 2.47 -1.20 2.41
O 1.11 -1.55 2.17
S 0.81 -2.98 2.85
O 0.20 -2.76 4.11
O 0.23 -3.83 1.87
O 2.34 -3.43 3.10
H 3.39 -2.89 1.42
H 4.16 -2.44 2.96
H 2.84 -0.53 1.63
H 2.53 -0.69 3.37
C 5.41 -2.81 7.35
C 5.45 -4.01 6.44
O 4.08 -4.39 6.27
S 3.16 -3.06 6.32
O 2.89 -2.66 4.98
O 2.13 -3.27 7.27
O 4.26 -2.06 6.94
H 5.27 -3.10 8.39
H 6.31 -2.20 7.27
H 6.02 -4.84 6.86
H 5.86 -3.76 5.46
C 2.97 0.24 -2.66
C 2.72 -1.22 -2.34
O 4.00 -1.72 -1.91
S 4.80 -0.54 -1.16
O 4.61 -0.71 0.24
O 6.08 -0.43 -1.75
O 3.89 0.69 -1.65
H 3.44 0.36 -3.63
H 2.05 0.83 -2.62
H 2.36 -1.77 -3.20
H 2.02 -1.33 -1.51
C -0.28 -4.45 -2.07
C -0.37 -5.52 -3.14
O -0.53 -4.79 -4.36
S 0.27 -3.40 -4.26
O 1.54 -3.56 -4.88
O -0.61 -2.34 -4.60
O 0.49 -3.40 -2.67
H -1.26 -4.05 -1.81
H 0.21 -4.81 -1.16
H -1.21 -6.19 -2.98
H 0.55 -6.10 -3.20
C -6.65 4.01 1.55
C -5.44 4.90 1.35
O -4.36 4.20 1.97
S -4.61 2.62 1.81
O -3.86 2.15 0.70
O -4.51 2.02 3.10
O -6.15 2.68 1.39
H -7.05 4.10 2.56
H -7.44 4.21 0.83
H -5.57 5.88 1.80
H -5.21 5.02 0.29
C -3.51 6.20 -3.00
C -4.24 7.53 -3.04
O -5.60 7.19 -3.32
S -5.93 5.76 -2.66
O -6.57 5.99 -1.40
O -6.49 4.92 -3.65
O -4.42 5.30 -2.37
H -3.30 5.83 -4.01
H -2.58 6.26 -2.44
H -3.84 8.20 -3.81
H -4.20 8.03 -2.07
C 7.45 -4.60 -0.94
C 6.64 -5.00 -2.16
O 5.85 -6.11 -1.72
S 5.48 -5.92 -0.17
O 4.18 -5.36 -0.08
O 5.85 -7.10 0.53
O 6.56 -4.76 0.17
H 8.30 -5.27 -0.79
H 7.80 -3.57 -1.00
H 7.27 -5.29 -3.00
H 5.97 -4.20 -2.47
C -10.01 -0.12 -0.92
C -8.83 -1.07 -0.97
O -7.80 -0.35 -1.64
S -7.94 1.23 -1.29
O -7.05 1.54 -0.23
O -7.97 1.95 -2.51
O -9.44 1.17 -0.68
H -10.53 -0.09 -1.88
H -10.72 -0.37 -0.13
H -9.06 -1.99 -1.50
H -8.48 -1.31 0.04
C 0.61 1.55 -6.44
C 1.33 0.57 -7.34
O 2.60 1.18 -7.60
S 3.05 2.03 -6.31
O 3.93 1.24 -5.53
O 3.38 3.34 -6.74
O 1.62 2.07 -5.57
H 0.20 2.39 -7.02
H -0.19 1.08 -5.87
H 0.80 0.39 -8.27
H 1.50 -0.38 -6.83
```


# 3
Here is a structure of composition C21H39GaN8P from the OMol25 dataset. Energies are from ωB97M-V with the def2-TZVPD basis set.

The LUMO energy comes out at -5.91 eV. The net charge is +3. The calculated total energy is -3527.11632 a.u. The HOMO-LUMO gap comes out at 8.108 eV. The value obtained for the max |F| is 0.00512 hartree/bohr.

The geometry in XYZ format:
```
70
C21H39GaN8P (ωB97M-V with the def2-TZVPD basis set)
Ga 2.44 1.55 0.23
C 6.43 2.31 -1.98
N 6.41 1.71 -0.64
C 7.67 1.55 0.09
C 5.24 1.36 -0.12
N 4.10 1.36 -0.78
N 5.27 0.98 1.22
C 4.32 0.26 1.91
N 4.78 -0.34 3.01
N 3.08 0.20 1.51
H 7.42 2.69 -2.18
H 5.73 3.15 -2.02
H 6.19 1.58 -2.75
H 8.49 1.70 -0.61
H 7.75 0.54 0.50
H 7.76 2.29 0.89
H 4.24 1.52 -1.77
H 5.96 1.45 1.80
H 5.76 -0.44 3.18
H 4.14 -0.71 3.70
H 2.52 -0.45 2.04
C -0.16 -0.71 -0.30
P 0.37 0.96 -0.78
C 0.34 1.02 -2.58
C -0.88 2.12 -0.18
H -1.13 -0.92 -0.75
H -0.24 -0.77 0.78
H 0.57 -1.45 -0.64
H -0.65 0.74 -2.92
H 1.07 0.33 -3.00
H 0.56 2.03 -2.91
H -1.86 1.83 -0.56
H -0.63 3.12 -0.53
H -0.90 2.12 0.91
N -14.80 -11.74 -1.65
C -14.35 -10.99 -0.43
C -13.57 -9.77 -0.94
N -12.66 -10.22 -1.98
H -14.99 -12.73 -1.47
H -13.98 -11.63 -2.30
H -15.62 -11.33 -2.09
H -13.70 -11.66 0.13
H -15.21 -10.73 0.18
H -13.08 -9.30 -0.08
H -14.26 -9.03 -1.35
H -12.54 -9.53 -2.72
H -11.74 -10.47 -1.64
C 0.65 6.28 -1.37
C 0.64 6.37 0.02
C 1.21 5.38 0.80
C 1.82 4.28 0.20
C 1.86 4.21 -1.19
C 1.26 5.20 -1.97
N 2.34 3.24 1.02
C 3.49 3.54 1.80
C 3.58 3.04 3.10
C 4.76 3.19 3.83
C 5.85 3.84 3.27
C 5.74 4.38 2.00
C 4.57 4.23 1.27
H 0.19 7.06 -1.97
H 0.17 7.22 0.50
H 1.18 5.44 1.88
H 2.40 3.41 -1.68
H 1.31 5.13 -3.05
H 2.71 2.56 3.54
H 4.81 2.82 4.85
H 6.76 3.98 3.85
H 6.57 4.95 1.58
H 4.49 4.67 0.28
```


Number 1: E_HOMO -4.49 eV. Number 2: E_HOMO -10.13 eV. Number 3: E_HOMO -14.02 eV.